# 1
Molecular formula: C3H2O3
Method: DFT, ωB97M-V with the def2-TZVPD basis set

## Properties
2S+1 = 1
ΔE to the lowest compared entry with this formula, charge and spin = 483.17 kJ/mol
SMILES = O=C[C@]12O[C@@H]1O2

Each line ends with the natural charge from an NBO analysis.
CARTESIAN COORDINATES (ANGSTROEM)
O  1.231  1.033  -0.231  -0.42
O  1.833  -0.932  -0.071  -0.45
O  -0.784  -1.759  -1.623  -0.48
C  -0.575  -0.697  -1.095  0.35
C  1.130  0.050  0.677  0.33
C  0.738  -0.229  -0.688  0.30
H  0.688  -0.119  1.651  0.23
H  -1.210  0.158  -0.855  0.13


# 2
Molecular formula: C15H19BF5O15
Method: DFT, ωB97M-V with the def2-TZVPD basis set

## Properties
2S+1 = 1
net charge = -1
energy = -2235.1216 a.u.

Each line ends with the natural charge from an NBO analysis.
CARTESIAN COORDINATES (ANGSTROEM)
F  2.066  -1.561  -2.548  -0.35
F  0.496  -3.058  1.054  -0.37
F  -1.615  2.678  0.755  -0.31
F  1.026  -1.310  1.632  -0.34
F  1.000  2.186  -2.287  -0.33
O  -0.663  3.982  -0.806  -0.49
O  0.689  5.775  -0.422  -0.59
O  2.790  -0.550  2.995  -0.48
O  1.569  3.564  -0.669  -0.51
O  -2.195  -2.257  1.621  -0.50
O  -5.338  2.039  1.723  -0.57
O  -3.186  -4.170  0.895  -0.62
O  -1.329  -3.230  -0.127  -0.50
O  1.458  0.540  -3.067  -0.45
O  -3.098  1.553  2.059  -0.51
O  -3.968  1.210  0.135  -0.46
O  4.211  -1.554  4.472  -0.58
O  3.490  -2.556  2.625  -0.49
O  -0.100  -0.754  -3.877  -0.49
O  0.614  1.204  -5.036  -0.63
C  -1.205  -1.364  1.238  -0.21
C  2.314  -0.960  1.705  0.45
C  0.987  2.358  -1.042  0.43
C  -0.361  -2.321  0.311  0.37
C  -2.611  0.823  0.088  -0.15
C  0.547  4.568  -0.698  0.97
C  -0.497  2.563  -0.734  -0.16
C  3.506  -1.540  3.486  0.97
C  -4.283  1.577  1.325  0.98
C  -0.135  -0.884  -2.509  -0.14
C  3.164  -2.144  1.333  -0.13
C  -2.295  -3.280  0.814  0.96
C  0.742  0.301  -4.102  0.96
C  1.302  -0.543  -2.204  0.35
C  -1.956  1.473  1.233  0.39
B  0.346  -0.216  0.044  -0.62
H  -0.003  0.040  1.032  -0.03
H  -0.517  -0.385  -0.581  -0.04
H  2.442  -0.166  0.970  0.19
H  -0.886  -0.204  -2.107  0.20
H  1.061  -1.023  0.067  -0.04
H  4.020  -1.812  0.745  0.18
H  -2.313  1.205  -0.889  0.22
H  -0.543  2.276  0.316  0.24
H  0.181  -1.822  -0.493  0.26
H  0.905  0.576  -0.430  -0.08
H  -1.107  0.999  1.725  0.25
H  2.660  -2.952  0.805  0.24
H  -1.093  1.904  -1.365  0.18
H  -2.670  -0.263  0.023  0.23
H  -0.322  -1.940  -2.315  0.22
H  -1.594  -0.506  0.689  0.25
H  1.499  1.486  -0.635  0.18
H  -0.661  -1.200  2.167  0.23
H  1.459  -0.355  -1.142  0.26


# 3
Molecular formula: C6H6N3P
Method: DFT, ωB97M-V with the def2-TZVPD basis set

## Properties
2S+1 = 1
ΔE to the lowest compared entry with this formula, charge and spin = 275.23 kJ/mol

Each line ends with the natural charge from an NBO analysis.
CARTESIAN COORDINATES (ANGSTROEM)
P  -0.569  -1.387  0.085  0.71
N  0.249  1.767  -1.913  -0.21
N  -1.957  1.725  1.370  -0.39
N  2.155  2.166  2.293  -0.26
C  -1.025  1.209  0.968  0.17
C  1.714  0.018  0.884  -0.56
C  -1.762  -1.172  -1.255  -0.98
C  0.471  0.094  -0.016  -0.21
C  0.446  1.060  -1.053  0.18
C  1.938  1.205  1.714  0.27
H  1.516  -0.753  1.597  0.27
H  2.695  -0.169  0.441  0.29
H  -1.567  -0.345  -1.916  0.26
H  0.432  -2.166  -0.627  -0.05
H  -2.810  -0.999  -0.884  0.26
H  -1.925  -2.254  -1.688  0.26


# 4
Molecular formula: C33H26GdN12S3
Method: DFT, ωB97M-V with the def2-TZVPD basis set

## Properties
2S+1 = 8
ΔE to the lowest compared entry with this formula, charge and spin = 41.61 kJ/mol
net charge = +1
<S²> = 16.03

Each line ends with the Löwdin charge.
CARTESIAN COORDINATES (ANGSTROEM)
Gd  0.113  -0.299  -0.109  1.23
S  1.277  1.174  1.850  0.59
S  1.602  -2.137  1.337  0.61
S  -1.844  -3.596  3.072  1.06
N  2.477  -0.387  -1.177  0.01
N  0.527  -2.353  -1.711  0.00
N  7.214  1.891  3.107  0.18
N  4.162  -1.694  -1.699  0.15
N  -1.336  -1.432  1.826  -0.17
N  0.415  3.925  -0.291  0.19
N  -2.279  -0.261  -1.088  0.06
N  -0.025  1.969  -1.235  0.04
N  -1.831  1.430  1.015  -0.11
N  7.593  -2.103  2.278  0.18
N  -4.472  -0.410  -0.798  0.18
N  1.987  -3.757  -2.565  0.14
C  4.705  -0.516  -1.255  -0.04
C  2.776  0.292  2.066  -0.68
C  2.816  -1.575  -1.644  -0.30
C  -3.058  -1.979  -4.298  -0.07
C  -3.162  0.844  0.947  -0.13
C  6.576  -1.568  2.315  -0.18
C  -2.831  -0.929  -2.182  -0.22
C  0.764  -4.370  -2.653  -0.05
C  -0.994  -1.224  3.143  -0.29
C  1.447  3.708  -1.182  -0.18
C  -1.704  2.759  0.403  -0.10
C  -0.424  2.870  -0.365  -0.37
C  -1.801  -2.640  1.660  -0.50
C  -0.126  -3.485  -2.128  -0.12
C  3.037  2.749  -3.192  -0.08
C  1.141  2.486  -1.796  -0.24
C  -4.217  -1.047  -2.000  -0.18
C  2.912  -1.097  1.832  -0.68
C  6.297  1.242  2.865  -0.18
C  4.176  -1.676  1.959  -0.08
C  -2.243  -1.366  -3.366  -0.03
C  3.905  1.028  2.430  -0.07
C  -4.430  -2.148  -4.073  -0.07
C  3.376  3.930  -2.517  -0.07
C  5.158  0.444  2.539  -0.19
C  -5.039  -1.677  -2.925  -0.01
C  1.809  -2.554  -1.978  -0.30
C  2.585  4.438  -1.507  0.00
C  5.297  -0.933  2.292  -0.19
C  -1.216  -2.278  3.963  -0.36
C  1.924  2.011  -2.846  -0.04
C  3.647  0.278  -0.929  -0.12
C  -3.292  0.052  -0.318  -0.31
H  3.655  1.283  -0.541  0.12
H  -1.516  1.477  1.975  0.08
H  3.798  2.088  2.616  0.11
H  -2.630  -2.326  -5.228  0.11
H  -1.760  3.558  1.146  0.14
H  -6.104  -1.785  -2.768  0.12
H  -5.029  -2.639  -4.828  0.11
H  2.854  -4.155  -2.880  0.17
H  4.271  4.465  -2.806  0.11
H  4.697  -2.495  -1.987  0.17
H  -2.133  -3.028  0.706  0.08
H  2.826  5.373  -1.017  0.12
H  -0.551  -0.286  3.438  0.07
H  4.282  -2.735  1.767  0.11
H  -1.023  -2.363  5.020  0.08
H  1.648  1.110  -3.375  0.11
H  5.765  -0.348  -1.184  0.13
H  -5.379  -0.275  -0.384  0.17
H  -3.297  0.170  1.794  0.12
H  0.344  4.695  0.351  0.17
H  -1.188  -1.212  -3.541  0.11
H  -1.192  -3.592  -2.025  0.11
H  3.668  2.416  -4.006  0.11
H  -3.955  1.599  0.995  0.14
H  -2.523  2.904  -0.305  0.14
H  0.629  -5.349  -3.077  0.12


# 5
Molecular formula: C6H5BrO3
Method: DFT, ωB97M-V with the def2-TZVPD basis set

## Properties
2S+1 = 1
ΔE to the lowest compared entry with this formula, charge and spin = 352.20 kJ/mol

Each line ends with the natural charge from an NBO analysis.
CARTESIAN COORDINATES (ANGSTROEM)
Br  3.588  -0.974  -0.777  0.24
O  -2.398  0.207  -1.113  -0.51
O  -0.466  -0.611  -1.793  -0.53
O  1.221  -1.487  -2.999  -0.51
C  0.905  0.038  0.400  -0.49
C  -0.686  0.377  0.454  0.09
C  1.792  -0.783  -0.814  -0.14
C  -1.249  0.002  -0.811  0.67
C  -1.414  0.849  1.665  -0.66
C  0.874  -0.994  -1.953  0.68
H  -2.349  1.060  1.390  0.24
H  -0.715  1.696  2.072  0.24
H  1.188  -0.465  1.218  0.22
H  1.270  0.999  0.483  0.23
H  -1.559  0.086  2.577  0.24


# 6
Molecular formula: C3H6N2OS
Method: DFT, ωB97M-V with the def2-TZVPD basis set

## Properties
2S+1 = 1
ΔE to the lowest compared entry with this formula, charge and spin = 183.32 kJ/mol
SMILES = [H]/N=C/N(C)SC=O

Each line ends with the natural charge from an NBO analysis.
CARTESIAN COORDINATES (ANGSTROEM)
S  -0.383  1.414  -0.910  0.44
O  -1.797  0.437  1.102  -0.53
N  0.442  -0.022  -0.564  -0.59
N  1.555  0.969  1.235  -0.69
C  -1.661  1.344  0.327  0.23
C  1.292  -0.048  0.531  0.29
C  -0.149  -1.264  -1.059  -0.41
H  -0.310  -1.198  -2.128  0.21
H  1.675  -1.050  0.671  0.15
H  2.227  0.724  1.938  0.35
H  -2.293  2.256  0.309  0.14
H  0.523  -2.073  -0.880  0.20
H  -1.121  -1.488  -0.571  0.21